No. 1
{
  "formula": "C33H36F3N3OPtS2",
  "method": "ωB97M-V/def2-TZVPD",
  "multiplicity": 3,
  "lumo_ha": [-0.19140, -0.23261],
  "e_homo_ha": [-0.463, -0.481],
  "charge": 2,
  "species": ["Pt", "F", "C", "F", "F", "C", "C", "C", "C", "C", "C", "C", "C", "H", "H", "H", "H", "N", "S", "C", "C", "C", "C", "C", "C", "C", "C", "C", "C", "C", "C", "H", "H", "H", "H", "H", "H", "H", "H", "H", "H", "H", "C", "C", "C", "C", "C", "C", "C", "S", "C", "O", "H", "H", "H", "H", "H", "H", "H", "H", "H", "H", "N", "C", "C", "N", "C", "C", "H", "H", "H", "H", "H", "H", "H", "H", "H", "H", "H"],
  "positions_angstrom": [[0.44, 0.02, 0.65], [-3.69, -8.48, -0.43], [-3.03, -7.85, -1.40], [-2.03, -8.65, -1.80], [-3.86, -7.70, -2.44], [-2.49, -6.51, -0.95], [-1.82, -5.72, -1.88], [-1.32, -4.50, -1.50], [-1.47, -4.05, -0.18], [-2.14, -4.85, 0.74], [-2.65, -6.08, 0.36], [-0.95, -2.77, 0.18], [-0.41, -1.69, 0.40], [-1.71, -6.07, -2.90], [-0.81, -3.87, -2.22], [-2.27, -4.50, 1.76], [-3.18, -6.70, 1.07], [-0.08, 2.08, 0.64], [-0.01, 2.85, -0.77], [0.49, 4.53, -0.41], [0.14, 5.56, -1.27], [0.63, 6.83, -1.03], [1.48, 7.06, 0.05], [1.83, 6.01, 0.89], [1.35, 4.73, 0.66], [-1.66, 3.07, -1.37], [-2.55, 3.95, -0.76], [-3.85, 4.02, -1.23], [-4.25, 3.22, -2.31], [-3.35, 2.35, -2.91], [-2.05, 2.27, -2.44], [-0.84, 2.43, 1.22], [-0.52, 5.38, -2.11], [0.36, 7.64, -1.69], [1.86, 8.05, 0.24], [2.50, 6.19, 1.73], [1.64, 3.89, 1.28], [-2.23, 4.58, 0.06], [-4.56, 4.70, -0.78], [-5.26, 3.29, -2.68], [-3.67, 1.74, -3.75], [-1.34, 1.59, -2.90], [0.78, -2.37, -4.62], [1.51, -1.77, -3.45], [1.57, -0.39, -3.28], [2.21, 0.17, -2.19], [2.81, -0.67, -1.26], [2.76, -2.04, -1.40], [2.12, -2.59, -2.50], [3.55, 0.01, 0.20], [4.92, 0.91, -0.51], [2.61, 1.12, 0.70], [0.77, -1.69, -5.47], [-0.25, -2.59, -4.36], [1.25, -3.31, -4.93], [1.12, 0.26, -4.03], [2.26, 1.25, -2.07], [3.22, -2.69, -0.66], [2.10, -3.66, -2.62], [4.54, 1.65, -1.21], [5.57, 0.19, -1.02], [5.46, 1.39, 0.31], [0.15, 0.20, 5.76], [-0.60, -0.90, 5.06], [-0.70, -0.58, 3.57], [0.61, -0.33, 2.97], [1.36, 0.72, 3.67], [1.51, 0.44, 5.15], [0.25, -0.03, 6.75], [-0.39, 1.06, 5.72], [-1.58, -0.99, 5.52], [-0.04, -1.82, 5.23], [-1.32, 0.31, 3.42], [-1.18, -1.40, 3.05], [1.15, -1.19, 2.94], [0.83, 1.67, 3.50], [2.33, 0.84, 3.20], [1.98, 1.27, 5.68], [2.10, -0.46, 5.33]]
}

=====

No. 2
{
  "formula": "C5H9N2",
  "method": "ωB97M-V/def2-TZVPD",
  "multiplicity": 1,
  "lumo_ha": -0.14081,
  "e_homo_ha": -0.497,
  "charge": 1,
  "smiles": "C=C1C[NH+]=CN1C",
  "species": ["C", "C", "C", "C", "C", "N", "N", "H", "H", "H", "H", "H", "H", "H", "H", "H"],
  "positions_angstrom": [[-1.33, 0.13, 0.68], [0.80, -0.01, 0.05], [1.90, -0.39, -0.61], [0.74, 0.81, 1.28], [-1.09, -0.81, -1.57], [-0.58, -0.40, -0.27], [-0.66, 0.72, 1.64], [-2.40, 0.34, 0.76], [2.12, -0.88, -1.56], [2.81, -0.03, -0.36], [1.30, 0.28, 2.00], [0.89, 1.84, 1.16], [-0.81, -0.10, -2.47], [-0.73, -1.87, -1.73], [-2.13, -0.71, -1.55], [-0.84, 1.08, 2.56]]
}

=====

No. 3
{
  "formula": "C8H16N2O3",
  "method": "ωB97M-V/def2-TZVPD",
  "multiplicity": 1,
  "lumo_ha": 0.02244,
  "e_homo_ha": -0.344,
  "charge": 0,
  "smiles": "CC(C)[C@H](N)C(=O)N[C@@H](C)C(=O)O",
  "species": ["C", "C", "C", "C", "C", "C", "C", "C", "H", "H", "H", "H", "H", "H", "H", "H", "H", "H", "H", "H", "H", "H", "H", "H", "N", "N", "O", "O", "O"],
  "positions_angstrom": [[-1.24, 0.81, 0.19], [0.14, 1.65, -0.16], [-1.21, -0.64, -0.21], [-2.33, -1.45, 0.52], [-1.07, -0.81, -1.80], [2.32, 0.48, 0.67], [2.76, -0.06, -0.66], [1.87, -0.54, 1.90], [-2.55, 1.42, -1.19], [-2.48, 2.43, 0.10], [-1.14, 0.78, 1.28], [-0.32, -1.23, 0.31], [-3.25, -0.85, 0.11], [-2.64, -2.45, 0.24], [-2.26, -1.38, 1.63], [-0.03, -0.90, -2.08], [-1.62, -0.17, -2.47], [-1.53, -1.79, -1.80], [1.67, 2.45, 0.61], [3.22, 1.04, 1.02], [2.28, -0.19, 2.85], [0.83, -0.63, 1.96], [2.24, -1.49, 1.78], [1.91, -1.16, -1.86], [-2.49, 1.44, -0.14], [1.34, 1.47, 0.57], [0.13, 2.58, -0.94], [3.78, -0.14, -1.27], [1.65, -0.64, -1.18]]
}

=====

No. 4
{
  "formula": "H20O10",
  "method": "ωB97M-V/def2-TZVPD",
  "multiplicity": 1,
  "lumo_ha": -0.00135,
  "e_homo_ha": -0.383,
  "charge": 0,
  "smiles": "O.O.O.O.O.O.O.O.O.O",
  "species": ["H", "H", "H", "H", "H", "H", "H", "H", "H", "H", "H", "H", "H", "H", "H", "H", "H", "H", "H", "H", "O", "O", "O", "O", "O", "O", "O", "O", "O", "O"],
  "positions_angstrom": [[0.25, -0.39, -0.66], [0.35, 0.80, 0.31], [-3.37, -0.13, -1.05], [-2.30, 0.85, -0.38], [0.29, -5.12, 2.87], [0.17, -4.24, 1.55], [1.12, 1.83, -4.18], [2.03, 0.64, -4.24], [3.65, 3.57, 0.55], [5.01, 3.27, 1.14], [-0.84, -4.58, -0.97], [-1.48, -4.30, 0.28], [-3.53, 0.01, -4.02], [-3.01, 0.90, -2.89], [0.55, -0.37, -2.91], [1.29, -1.42, -2.04], [1.08, 3.64, 3.29], [-0.19, 3.48, 3.91], [-1.15, 0.44, 5.04], [-0.72, 1.23, 3.80], [-0.23, 0.09, 0.04], [-2.43, -0.05, -0.60], [0.73, -4.90, 2.07], [2.00, 1.48, -3.79], [4.47, 4.02, 0.97], [-0.62, -4.44, -0.02], [-3.47, 0.97, -3.72], [0.40, -1.17, -2.40], [0.43, 2.97, 3.34], [-0.48, 0.93, 4.71]]
}

=====

No. 5
{
  "formula": "H12O6",
  "method": "ωB97M-V/def2-TZVPD",
  "multiplicity": 1,
  "lumo_ha": -0.00224,
  "e_homo_ha": -0.379,
  "charge": 0,
  "smiles": "O.O.O.O.O.O",
  "species": ["O", "H", "H", "O", "H", "H", "O", "H", "H", "O", "H", "H", "O", "H", "H", "O", "H", "H"],
  "positions_angstrom": [[-15.64, -17.45, 27.31], [-15.25, -16.58, 27.69], [-15.18, -18.23, 27.69], [-16.63, -19.85, 30.50], [-16.60, -19.06, 30.88], [-16.14, -19.97, 29.76], [-18.29, -17.50, 28.01], [-17.34, -17.61, 27.77], [-18.70, -18.29, 27.80], [-15.63, -16.15, 24.25], [-14.82, -16.26, 23.76], [-15.55, -16.68, 25.05], [-14.63, -15.31, 28.72], [-14.32, -15.05, 28.00], [-14.05, -15.43, 29.55], [-14.84, -19.94, 27.93], [-13.91, -19.87, 27.89], [-15.28, -20.21, 27.08]]
}

=====

No. 6
{
  "formula": "C26H36BeN7O2PS",
  "method": "ωB97M-V/def2-TZVPD",
  "multiplicity": 1,
  "lumo_ha": 0.15853,
  "e_homo_ha": 0.005,
  "charge": -2,
  "species": ["Be", "N", "C", "S", "N", "N", "C", "C", "C", "C", "C", "C", "C", "O", "H", "H", "H", "H", "H", "H", "H", "N", "C", "C", "C", "C", "C", "C", "H", "H", "H", "H", "H", "O", "P", "N", "C", "C", "C", "C", "N", "C", "C", "C", "C", "N", "C", "C", "C", "C", "H", "H", "H", "H", "H", "H", "H", "H", "H", "H", "H", "H", "H", "H", "H", "H", "H", "H", "H", "H", "H", "H", "H", "H"],
  "positions_angstrom": [[2.03, -1.74, -0.07], [4.80, -1.97, 3.82], [3.87, -2.60, 2.97], [4.03, -4.31, 2.77], [3.00, -1.78, 2.48], [2.07, -2.29, 1.58], [1.13, -3.01, 2.05], [0.07, -3.58, 1.24], [-0.93, -4.33, 1.85], [-1.95, -4.91, 1.13], [-1.97, -4.74, -0.26], [-0.99, -3.99, -0.89], [0.06, -3.38, -0.16], [0.96, -2.68, -0.78], [5.65, -2.51, 3.87], [4.95, -1.01, 3.54], [1.13, -3.22, 3.12], [-0.89, -4.46, 2.93], [-2.72, -5.50, 1.62], [-2.76, -5.19, -0.85], [-1.00, -3.85, -1.97], [2.80, -0.66, -0.84], [3.23, 0.55, -0.61], [3.05, 1.27, 0.63], [3.37, 2.61, 0.78], [3.93, 3.36, -0.27], [4.20, 2.68, -1.46], [3.90, 1.34, -1.63], [2.61, 0.72, 1.46], [3.17, 3.09, 1.73], [4.17, 4.41, -0.14], [4.67, 3.22, -2.28], [4.11, 0.85, -2.57], [-0.26, -0.39, 0.94], [-1.04, 0.49, 0.04], [-1.36, 1.92, 0.83], [-2.27, 2.94, 0.33], [-1.78, 4.24, 0.99], [-1.09, 3.74, 2.26], [-0.39, 2.48, 1.78], [-0.48, 0.95, -1.44], [0.38, 2.13, -1.62], [0.68, 2.14, -3.13], [0.24, 0.76, -3.66], [0.01, -0.06, -2.39], [-2.49, -0.22, -0.35], [-3.05, -1.28, 0.48], [-4.17, -1.85, -0.39], [-4.64, -0.62, -1.17], [-3.33, 0.09, -1.50], [-3.30, 2.71, 0.61], [-2.23, 3.02, -0.77], [-2.59, 4.95, 1.17], [-1.04, 4.72, 0.35], [-1.84, 3.48, 3.02], [-0.40, 4.47, 2.69], [-0.17, 1.76, 2.57], [0.57, 2.73, 1.30], [1.31, 2.05, -1.06], [-0.14, 3.04, -1.30], [1.75, 2.31, -3.28], [0.14, 2.94, -3.64], [0.99, 0.30, -4.29], [-0.69, 0.85, -4.23], [0.96, -0.49, -2.04], [-0.72, -0.87, -2.51], [-3.46, -0.88, 1.42], [-2.29, -2.02, 0.73], [-4.96, -2.32, 0.19], [-3.75, -2.59, -1.07], [-5.26, 0.01, -0.53], [-5.22, -0.86, -2.07], [-3.46, 1.16, -1.64], [-2.90, -0.31, -2.43]]
}

=====

No. 7
{
  "formula": "C4H9N3O",
  "method": "ωB97M-V/def2-TZVPD",
  "multiplicity": 1,
  "lumo_ha": 0.03255,
  "e_homo_ha": -0.301,
  "charge": 0,
  "smiles": "C=C(N)N(C)C(N)=O",
  "species": ["C", "N", "C", "C", "N", "N", "C", "O", "H", "H", "H", "H", "H", "H", "H", "H", "H"],
  "positions_angstrom": [[0.31, 1.75, 0.31], [0.31, 0.36, -0.11], [1.39, -0.43, 0.54], [-0.95, -0.29, -0.18], [2.08, -0.89, -0.52], [-0.85, -1.60, -0.65], [-2.12, 0.32, 0.02], [1.64, -0.44, 1.71], [1.46, -0.46, -1.32], [2.84, -1.54, -0.37], [-0.12, -2.16, -0.23], [-1.74, -2.09, -0.61], [1.35, 2.09, 0.34], [-0.24, 2.35, -0.41], [-0.11, 1.89, 1.30], [-2.21, 1.35, 0.29], [-3.04, -0.22, -0.11]]
}

=====

No. 8
{
  "formula": "C6H12O",
  "method": "ωB97M-V/def2-TZVPD",
  "multiplicity": 1,
  "lumo_ha": 0.03720,
  "e_homo_ha": -0.346,
  "charge": 0,
  "smiles": "C1C[C@@H]2C[C@@H]2C1.O",
  "species": ["C", "C", "C", "C", "C", "C", "O", "H", "H", "H", "H", "H", "H", "H", "H", "H", "H", "H", "H"],
  "positions_angstrom": [[0.61, -0.53, 1.11], [0.96, 0.97, 1.15], [0.37, 1.52, -0.15], [-1.01, 0.89, -0.25], [-1.19, -0.01, -1.42], [-0.78, -0.56, 0.00], [0.73, -2.25, -1.10], [0.13, -0.87, 2.03], [0.81, -1.62, -0.37], [1.58, -1.09, 1.13], [2.04, 1.17, 1.21], [0.50, 1.45, 2.01], [0.99, 1.17, -0.99], [0.34, 2.61, -0.19], [-1.83, 1.38, 0.25], [-0.52, 0.06, -2.28], [-2.23, -0.19, -1.74], [-1.56, -1.22, 0.36], [0.07, -2.86, -0.76]]
}

=====

No. 9
{
  "formula": "C3H9N2O2",
  "method": "ωB97M-V/def2-TZVPD",
  "multiplicity": 1,
  "lumo_ha": -0.10241,
  "e_homo_ha": -0.519,
  "charge": 1,
  "species": ["C", "C", "N", "C", "N", "H", "H", "H", "H", "H", "H", "H", "O", "H", "H", "O"],
  "positions_angstrom": [[1.91, 0.45, 1.23], [1.92, -0.71, 1.92], [1.13, -1.59, 1.22], [0.55, -0.97, 0.16], [1.01, 0.28, 0.19], [2.52, 1.34, 1.30], [2.53, -0.95, 2.78], [0.98, -2.56, 1.45], [-0.04, -1.27, -0.70], [0.71, 1.09, -0.45], [-0.71, 2.11, -1.97], [-1.47, 0.92, -1.35], [-0.67, 1.48, -1.23], [-3.54, -0.65, -1.52], [-3.78, 0.84, -1.51], [-3.06, 0.19, -1.51]]
}

=====

No. 10
{
  "formula": "C32H37AsN4O7PTl",
  "method": "ωB97M-V/def2-TZVPD",
  "multiplicity": 1,
  "lumo_ha": 0.15442,
  "e_homo_ha": -0.093,
  "charge": -2,
  "species": ["Tl", "C", "O", "C", "C", "C", "C", "C", "C", "N", "N", "C", "O", "C", "C", "C", "C", "C", "C", "C", "O", "H", "H", "H", "H", "H", "H", "H", "H", "H", "H", "H", "H", "O", "C", "O", "C", "C", "N", "N", "C", "C", "O", "O", "H", "H", "H", "C", "P", "C", "C", "H", "H", "H", "H", "H", "H", "H", "H", "H", "C", "As", "C", "C", "C", "C", "C", "C", "C", "C", "H", "H", "H", "H", "H", "H", "H", "H", "H", "H", "H", "H", "H"],
  "positions_angstrom": [[0.33, -0.03, -1.99], [2.09, 1.85, 2.52], [2.62, 0.54, 2.65], [1.61, -0.41, 2.78], [1.42, -1.00, 4.01], [0.41, -1.95, 4.18], [-0.39, -2.25, 3.09], [-0.21, -1.68, 1.83], [-1.19, -2.04, 0.80], [-1.22, -1.63, -0.40], [-2.25, -2.09, -1.19], [-2.84, -1.10, -1.81], [-2.64, 0.13, -1.62], [-3.88, -1.51, -2.83], [-4.46, -0.52, -3.61], [-5.41, -0.84, -4.58], [-5.78, -2.17, -4.77], [-5.19, -3.16, -4.00], [-4.25, -2.84, -3.04], [0.85, -0.75, 1.62], [1.17, -0.24, 0.48], [2.91, 2.52, 2.26], [1.64, 2.18, 3.46], [1.33, 1.90, 1.73], [2.06, -0.71, 4.83], [0.24, -2.41, 5.14], [-1.20, -2.97, 3.21], [-2.01, -2.70, 1.14], [-4.16, 0.50, -3.44], [-5.85, -0.06, -5.18], [-6.52, -2.42, -5.52], [-5.48, -4.20, -4.15], [-3.78, -3.60, -2.43], [6.81, 1.61, -3.33], [6.64, 1.46, -2.07], [7.51, 1.53, -1.20], [5.22, 1.22, -1.64], [4.81, 1.13, -0.33], [3.48, 0.91, -0.34], [3.00, 0.83, -1.57], [4.03, 1.00, -2.38], [3.80, 0.92, -3.87], [4.81, 1.24, -4.63], [2.72, 0.55, -4.29], [5.74, 1.38, -4.08], [5.38, 1.22, 0.58], [2.85, 0.63, 0.42], [3.16, -3.26, -2.86], [2.33, -2.41, -1.46], [1.50, -3.86, -0.70], [3.77, -2.27, -0.33], [3.77, -4.10, -2.53], [3.80, -2.54, -3.38], [2.41, -3.60, -3.57], [2.18, -4.72, -0.63], [0.63, -4.14, -1.29], [1.15, -3.59, 0.30], [4.18, -3.26, -0.11], [3.47, -1.79, 0.60], [4.55, -1.66, -0.80], [-2.55, 4.49, 0.52], [-2.48, 2.70, -0.34], [-0.64, 2.32, 0.22], [-3.40, 1.66, 1.08], [-3.02, 1.99, 2.48], [-1.95, 1.36, 3.12], [-1.58, 1.71, 4.41], [-2.27, 2.70, 5.10], [-3.35, 3.33, 4.49], [-3.72, 2.98, 3.20], [-3.55, 4.91, 0.45], [-1.87, 5.15, -0.03], [-2.24, 4.47, 1.56], [-0.38, 2.86, 1.14], [0.05, 2.61, -0.57], [-0.52, 1.25, 0.39], [-3.13, 0.63, 0.82], [-4.47, 1.78, 0.92], [-1.41, 0.58, 2.60], [-0.75, 1.20, 4.88], [-1.98, 2.97, 6.11], [-3.90, 4.10, 5.01], [-4.56, 3.47, 2.72]]
}

=====

No. 11
{
  "formula": "C4H11N3O2",
  "method": "ωB97M-V/def2-TZVPD",
  "multiplicity": 2,
  "lumo_ha": [-0.12772, -0.30616],
  "e_homo_ha": [-0.509, -0.509],
  "charge": 1,
  "species": ["C", "C", "N", "N", "N", "H", "H", "H", "H", "H", "H", "H", "H", "C", "C", "O", "O", "H", "H", "H"],
  "positions_angstrom": [[-0.14, 1.46, -1.84], [0.03, -1.01, -1.41], [-0.99, -1.15, -0.65], [0.32, 0.09, -2.22], [1.07, -1.84, -1.24], [-1.86, -0.64, -0.65], [1.58, 1.71, 2.74], [0.16, -0.09, -3.19], [0.93, -2.63, -0.62], [2.02, -1.52, -1.29], [-0.77, 1.38, -0.96], [-0.76, 1.80, -2.67], [0.72, 2.11, -1.75], [-0.53, -0.57, 2.23], [-0.07, 0.86, 2.11], [0.88, 1.16, 3.03], [-0.70, 1.71, 1.54], [-0.16, -0.92, 3.20], [-0.12, -1.15, 1.41], [-1.61, -0.74, 2.25]]
}

=====

No. 12
{
  "formula": "C6H11NO",
  "method": "ωB97M-V/def2-TZVPD",
  "multiplicity": 1,
  "lumo_ha": 0.02048,
  "e_homo_ha": -0.315,
  "charge": 0,
  "smiles": "[H]/N=C(C)/C=C(\\O)CC",
  "species": ["C", "C", "C", "C", "C", "C", "O", "N", "H", "H", "H", "H", "H", "H", "H", "H", "H", "H", "H"],
  "positions_angstrom": [[1.89, -0.04, 0.75], [-2.31, 1.03, -0.58], [2.31, -1.13, -0.21], [0.36, 0.53, 0.81], [-1.71, -0.33, -0.37], [-0.43, -0.46, 0.33], [0.17, 1.83, 0.45], [-2.30, -1.43, -0.63], [0.89, 2.36, 0.82], [-3.22, -1.31, -1.05], [-0.21, -1.49, 0.57], [2.51, 0.84, 0.56], [2.14, -0.33, 1.78], [-2.38, 1.56, 0.36], [-3.31, 0.95, -1.02], [-1.67, 1.62, -1.23], [2.07, -0.84, -1.23], [3.38, -1.29, -0.14], [1.81, -2.07, 0.02]]
}

=====

Calculated values (kcal/mol) of ΔE to the lowest compared entry with this formula, charge and spin for the records, taken in order: 7.5, 62.0, 84.8, 116.4, 63.5, 0.4, 31.7, 73.0, 12.7, 7.5, 59.0, 51.3.
Calculated values (Eh) of calculated total energy for the records, taken in order: -2733.237255, -305.131193, -649.583762, -764.296459, -458.571219, -2300.622270, -397.300072, -310.942965, -379.484589, -4737.055945, -473.424389, -365.149749.